Record 1
Density functional theory data (wB97M-V/def2-TZVPD) for a structure of composition C23H24BF7IMnN10OTe.

Element x y z (Å)
Mn (-2.1648, -0.2392, -0.1225)
B (-2.7454, -3.4541, 0.9695)
N (-2.9171, -3.1879, -0.5494)
C (-3.2745, -4.0719, -1.4832)
C (-3.4582, -3.4090, -2.6861)
C (-3.1755, -2.0826, -2.3912)
N (-2.8600, -1.9576, -1.0989)
N (-1.4610, -2.7192, 1.4735)
C (-0.4531, -3.2764, 2.1457)
C (0.4260, -2.2834, 2.5516)
C (-0.1389, -1.1136, 2.0648)
N (-1.2828, -1.3806, 1.4228)
H (-3.7082, -3.0587, 1.5800)
H (-2.5556, -4.6321, 1.1199)
H (-3.3687, -5.1127, -1.2252)
H (-3.7275, -3.8299, -3.6376)
H (-3.1507, -1.2204, -3.0372)
H (-0.4393, -4.3417, 2.2971)
H (1.3349, -2.3975, 3.1150)
H (0.2113, -0.0980, 2.1358)
F (0.2462, 1.9185, -3.2646)
Te (-0.1775, 0.1747, -2.6345)
F (-0.4258, -1.6261, -3.1527)
F (1.5908, -0.1886, -3.0808)
F (-1.0647, 0.2899, -4.3025)
F (-0.0022, -0.8827, -0.9873)
O (-1.7257, 0.7174, -1.7767)
I (-5.5333, 0.5092, -1.3244)
C (-5.3552, -0.1774, 0.6298)
C (-6.5172, -0.4335, 1.3429)
C (-6.4072, -0.7931, 2.6730)
C (-5.1460, -0.8713, 3.2392)
C (-4.0484, -0.6280, 2.4405)
N (-4.1361, -0.3029, 1.1439)
H (-7.4768, -0.3350, 0.8582)
H (-7.2941, -0.9992, 3.2572)
H (-5.0047, -1.1307, 4.2781)
H (-3.0472, -0.6973, 2.8403)
F (-3.1829, 2.1873, 1.1872)
C (-1.9945, 1.6614, 0.7882)
F (-1.1791, 1.6649, 1.8890)
H (-1.5658, 2.3150, 0.0297)
C (2.6631, -0.2785, -0.1156)
C (1.9696, 1.0360, -0.1836)
N (0.9761, 1.3917, -0.9810)
C (0.7120, 2.7236, -0.7590)
C (1.5354, 3.1785, 0.2105)
N (2.3267, 2.1052, 0.5727)
C (3.4190, 2.1816, 1.5200)
N (4.6837, 1.8641, 0.9135)
N (5.5008, 0.9732, 1.5288)
N (6.5352, 0.7792, 0.8129)
C (6.4243, 1.5397, -0.3319)
C (7.2841, 1.6597, -1.4276)
C (6.8816, 2.4854, -2.4490)
C (5.6532, 3.1779, -2.3962)
C (4.7985, 3.0773, -1.3232)
C (5.2199, 2.2418, -0.2830)
H (1.9352, -1.0836, -0.1253)
H (3.2714, -0.3534, 0.7827)
H (3.3117, -0.3971, -0.9854)
H (-0.0401, 3.2446, -1.3219)
H (1.6328, 4.1415, 0.6789)
H (3.2907, 1.4794, 2.3425)
H (3.4184, 3.1964, 1.9188)
H (8.2183, 1.1169, -1.4589)
H (7.5103, 2.6079, -3.3203)
H (5.3714, 3.8030, -3.2329)
H (3.8529, 3.6012, -1.3043)

DFT total energy: -107603.164 eV
⟨S²⟩: 6.237
Orbital gap (spin up / spin down): 7.89 / 8.38 eV
Multiplicity: 5
Largest force on an atom: 0.7 eV/Å

***

Record 2
Density functional theory data (wB97M-V/def2-TZVPD) for a structure of composition C23H24BFeN7O2S.

Element x y z (Å)
Fe (0.0651, -0.0419, 0.1388)
C (2.0218, 2.9277, 2.4896)
C (2.0755, 1.9585, 1.4986)
N (0.9301, 1.2627, 1.4745)
N (0.1311, 1.7844, 2.4313)
C (0.7644, 2.7822, 3.0529)
B (-1.3429, 1.3697, 2.5224)
N (-1.4670, -0.1559, 2.6100)
C (-2.1913, -0.8639, 3.4802)
C (-2.2011, -2.1880, 3.0816)
C (-1.4458, -2.2128, 1.9194)
N (-0.9940, -0.9800, 1.6353)
N (-1.9949, 1.7905, 1.1851)
C (-3.0549, 2.5604, 0.9282)
C (-3.2503, 2.6074, -0.4433)
C (-2.2389, 1.8165, -0.9683)
N (-1.4822, 1.3255, 0.0226)
H (2.7833, 3.6386, 2.7599)
H (2.8694, 1.7322, 0.8072)
H (0.2869, 3.3323, 3.8480)
H (-1.8796, 1.8879, 3.4566)
H (-2.6667, -0.3816, 4.3199)
H (-2.6872, -3.0151, 3.5687)
H (-1.2098, -3.0407, 1.2737)
H (-3.6009, 3.0297, 1.7308)
H (-4.0127, 3.1420, -0.9822)
H (-2.0162, 1.5770, -1.9965)
C (3.6350, -0.9937, 0.3230)
O (2.2682, -0.7438, -0.0655)
C (1.9835, -0.9120, -1.4094)
O (2.7902, -1.2809, -2.2023)
H (3.7170, -0.7057, 1.3661)
H (4.3072, -0.4057, -0.2970)
H (3.8593, -2.0497, 0.2044)
N (0.6561, -0.5931, -1.5408)
S (0.8171, -3.6687, -0.0110)
C (1.0792, -4.6296, -1.4813)
C (-0.0192, -4.8478, -2.3037)
C (0.1335, -5.5683, -3.4817)
C (1.3785, -6.0641, -3.8364)
C (2.4772, -5.8236, -3.0209)
C (2.3350, -5.0992, -1.8475)
C (1.8175, -4.4197, 1.2507)
C (2.0588, -5.7886, 1.2999)
C (2.8087, -6.3135, 2.3421)
C (3.3107, -5.4848, 3.3376)
C (3.0376, -4.1268, 3.3035)
C (2.2870, -3.5932, 2.2639)
H (0.3228, -0.6552, -2.4910)
H (-0.9922, -4.4696, -2.0125)
H (-0.7249, -5.7542, -4.1147)
H (1.4982, -6.6297, -4.7511)
H (3.4543, -6.1900, -3.3081)
H (3.1973, -4.8907, -1.2273)
H (1.6541, -6.4401, 0.5368)
H (2.9876, -7.3805, 2.3839)
H (3.9029, -5.9012, 4.1417)
H (3.4154, -3.4795, 4.0851)
H (2.0604, -2.5342, 2.2344)

Net charge: +1
ΔE to the lowest compared entry with this formula, charge and spin: 0.000 eV
DFT total energy: -84661.958 eV
⟨S²⟩: 8.760
Orbital gap (spin up / spin down): 8.49 / 5.37 eV
Multiplicity: 6
Largest force on an atom: 1.3 eV/Å